(1)
Molecular formula: C5H10O2
Method: DFT, wB97M-V/def2-TZVPD

Properties
LUMO level, eV: 0.802
SMILES string: C=C(C)O.C=CO
DFT total energy, hartree: -346.9328
HOMO energy, eV: -8.8
Strongest force on any atom, eV/Å: 0.34
Frontier orbital gap, eV: 9.56

Positions of all 17 atoms, in Å:
1 C 1.71102 0.24902 2.07219
2 C 0.96508 1.24329 1.61367
3 O -0.24136 1.52262 2.19303
4 C 1.34637 2.10743 0.45573
5 H 2.65634 0.03620 1.60248
6 H 1.38777 -0.34594 2.91491
7 H -0.62843 2.27938 1.74317
8 H 2.35450 1.86405 0.13258
9 H 0.67318 1.97128 -0.39353
10 H 1.32870 3.16478 0.73440
11 C -0.64302 -0.74234 -1.69416
12 C -1.37018 -1.59294 -2.39768
13 O -1.58264 -2.87728 -1.98557
14 H -0.50897 0.25331 -2.09162
15 H -0.18527 -0.97857 -0.74569
16 H -1.82872 -1.31170 -3.33755
17 H -2.15217 -3.33612 -2.61458

Atomic forces in eV per Å
-0.06 -0.04 0.13
0.03 -0.05 -0.13
-0.04 0.08 -0.03
0.11 0.10 -0.02
0.07 -0.06 0.01
0.02 -0.02 -0.03
-0.08 -0.02 0.05
0.02 0.01 -0.06
-0.08 -0.04 0.04
-0.02 0.00 0.02
-0.02 0.31 -0.15
0.08 -0.16 0.19
-0.17 -0.11 -0.16
0.01 0.01 0.02
0.00 -0.16 0.04
-0.02 -0.01 -0.07
0.14 0.13 0.14

Results of the Mulliken charge analysis, in e, for atoms 1 through 2: number 1, C, carries -0.917; number 2, C, carries 0.887

***

(2)
Molecular formula: C5H10O2
Method: DFT, wB97M-V/def2-TZVPD

Properties
LUMO level, eV: 0.386
SMILES string: C=C/C=C(/C)O.O
DFT total energy, hartree: -346.8779
HOMO energy, eV: -7.8
Strongest force on any atom, eV/Å: 4.82
Frontier orbital gap, eV: 8.20

Positions of all 17 atoms, in Å:
1 C -0.31814 -1.77246 2.01346
2 C 0.18919 -1.51515 0.72524
3 C -0.46385 -0.77999 -0.28997
4 C 0.20913 -0.24558 -1.41542
5 O 1.16122 -1.04311 -1.98452
6 C 0.11548 1.18867 -1.92692
7 H 0.48176 -2.20529 2.69342
8 H -1.31987 -1.40972 2.38210
9 H 1.14176 -1.97125 0.46371
10 H -1.56597 -0.40397 -0.23292
11 H 1.85332 -0.90077 -1.35692
12 H -0.59520 1.16497 -2.79125
13 H 1.10220 1.67170 -2.24465
14 H -0.40404 1.86205 -1.12061
15 H -0.87425 2.61770 2.20392
16 H -0.28184 1.36542 1.48260
17 O -0.43090 2.37677 1.39872

Atomic forces in eV per Å
1.99 0.66 -1.77
-1.70 -2.03 2.79
-1.68 3.23 -3.15
-1.56 -0.52 2.34
0.32 0.49 -0.13
-1.79 0.75 0.39
-1.68 0.40 -0.53
1.35 -0.51 -0.46
0.08 0.27 0.24
2.23 -0.21 0.85
1.81 -0.44 0.20
0.75 0.37 0.27
-1.30 -1.09 0.50
1.15 -1.27 -1.48
-0.30 0.14 0.57
-0.37 2.47 -0.21
0.69 -2.71 -0.40

Results of the Mulliken charge analysis, in e, for atoms 1 through 2: number 1, C, carries -0.837; number 2, C, carries -0.134

***

(3)
Molecular formula: C5H10O2
Method: DFT, wB97M-V/def2-TZVPD

Properties
LUMO level, eV: 0.664
SMILES string: CC(C)(C=O)CO
DFT total energy, hartree: -346.9650
HOMO energy, eV: -9.5
Strongest force on any atom, eV/Å: 3.42
Frontier orbital gap, eV: 10.15

Positions of all 17 atoms, in Å:
1 C -0.06664 0.07176 -0.25130
2 C 0.02162 -1.32557 -0.82137
3 C 0.78130 -0.22266 1.07138
4 C -1.52153 0.44796 0.00000
5 C 0.63380 1.09690 -1.13550
6 O 0.63176 -1.58641 -1.86722
7 O 0.01033 -0.93487 2.03121
8 H 0.58404 -1.14508 2.78861
9 H -0.58740 -2.09757 -0.31563
10 H 1.73569 -0.73774 0.91520
11 H 1.04658 0.74197 1.51749
12 H -2.06271 0.55265 -0.94816
13 H -2.05420 -0.32656 0.56356
14 H 0.61616 2.08813 -0.66919
15 H 0.14611 1.16547 -2.11517
16 H 1.67847 0.82307 -1.31976
17 H -1.59339 1.38856 0.55586

Atomic forces in eV per Å
1.12 -1.27 0.82
0.21 0.00 -3.42
-0.45 1.50 0.58
-0.24 -0.24 0.37
0.28 -0.06 0.03
-1.02 0.21 2.29
0.03 -0.36 0.15
-0.37 0.13 -0.49
0.33 -0.01 0.16
-0.20 -0.06 -0.66
0.04 0.23 -0.16
0.26 0.12 0.07
0.20 0.16 0.06
-0.06 -0.15 -0.01
0.04 -0.07 0.24
-0.18 0.01 0.04
0.00 -0.12 -0.09

Results of the Mulliken charge analysis, in e, for atoms 1 through 2: number 1, C, carries 1.761; number 2, C, carries -0.383

***

(4)
Molecular formula: C5H10O2
Method: DFT, wB97M-V/def2-TZVPD

Properties
LUMO level, eV: 0.827
SMILES string: OC[C@H]1CCCO1
DFT total energy, hartree: -346.8400
HOMO energy, eV: -8.5
Strongest force on any atom, eV/Å: 5.19
Frontier orbital gap, eV: 9.30

Positions of all 17 atoms, in Å:
1 O 2.42621 0.61173 0.03936
2 C 1.72501 -0.61113 0.22838
3 C 0.49987 -0.82620 -0.69982
4 C -1.11738 -0.93425 0.18736
5 C -1.80541 0.47235 0.51914
6 C -0.68578 1.27522 -0.12567
7 O -0.23740 0.36502 -1.12363
8 H 2.51799 0.76710 -0.90939
9 H 1.39594 -0.58655 1.26899
10 H 2.41987 -1.47175 0.14241
11 H 0.95536 -1.13568 -1.70207
12 H -0.70733 -1.32228 1.08611
13 H -1.75336 -1.59237 -0.38714
14 H -2.00049 0.64691 1.59848
15 H -2.76927 0.64545 0.00269
16 H 0.12451 1.53673 0.56623
17 H -0.98834 2.15970 -0.69143

Atomic forces in eV per Å
-0.14 -0.15 -0.42
-0.53 -0.08 0.43
-2.89 2.65 0.65
0.93 -2.15 0.85
0.90 -0.85 -0.58
0.38 -0.06 -0.46
2.97 3.28 -2.72
-0.02 0.03 0.10
0.05 0.02 0.05
-0.43 0.25 -0.15
-1.62 -0.79 1.27
-0.56 -1.06 1.10
0.08 -0.31 0.23
0.49 -0.30 -0.59
0.60 -0.46 0.01
-0.18 0.00 -0.05
-0.04 -0.03 0.29

Results of the Mulliken charge analysis, in e, for atoms 1 through 2: number 1, O, carries -0.503; number 2, C, carries -0.664

***

(5)
Molecular formula: C5H10O2
Method: DFT, wB97M-V/def2-TZVPD

Properties
LUMO level, eV: 1.012
SMILES string: CCO[C@@H](C)C=O
DFT total energy, hartree: -346.9632
HOMO energy, eV: -9.6
Strongest force on any atom, eV/Å: 0.93
Frontier orbital gap, eV: 10.62

Positions of all 17 atoms, in Å:
1 C -0.71253 1.72001 -1.88338
2 C -0.67741 1.13668 -0.48543
3 O -0.04409 -0.12878 -0.54517
4 C 0.04028 -0.76755 0.70385
5 C 0.53485 -2.19246 0.47074
6 C 1.00851 -0.07870 1.67475
7 O 0.88127 -0.13364 2.87355
8 H -1.26724 1.06107 -2.55811
9 H -1.19919 2.70056 -1.87202
10 H 0.30266 1.83863 -2.27399
11 H -0.12947 1.80894 0.19626
12 H -1.69787 1.02719 -0.08293
13 H -0.94012 -0.78886 1.21223
14 H 0.58862 -2.73540 1.41925
15 H -0.14901 -2.71370 -0.20503
16 H 1.52914 -2.17783 0.01190
17 H 1.93160 0.42384 1.34354

Atomic forces in eV per Å
0.01 0.00 -0.01
-0.10 0.25 0.01
0.12 0.01 0.06
0.12 -0.03 0.26
0.04 -0.01 0.03
0.22 -0.10 0.82
-0.49 -0.18 -0.13
0.07 0.09 0.10
0.07 -0.14 0.00
-0.14 -0.01 0.06
-0.07 -0.11 -0.09
0.15 -0.03 -0.05
0.18 0.04 -0.13
-0.01 0.09 -0.15
0.09 0.10 0.10
-0.13 0.00 0.06
-0.11 0.02 -0.92

Results of the Mulliken charge analysis, in e, for atoms 1 through 2: number 1, C, carries -1.234; number 2, C, carries -0.178

***

(6)
Molecular formula: C5H10O2
Method: DFT, wB97M-V/def2-TZVPD

Properties
LUMO level, eV: 0.813
SMILES string: C[C@@H]1[C@H](O)C[C@@H]1O
DFT total energy, hartree: -346.9582
HOMO energy, eV: -9.8
Strongest force on any atom, eV/Å: 0.35
Frontier orbital gap, eV: 10.66

Positions of all 17 atoms, in Å:
1 C -1.55697 -0.40348 -0.51676
2 C -0.62953 0.18092 0.54373
3 C 0.61115 -0.69427 0.81951
4 O 0.43912 -2.05075 0.48712
5 C 1.44483 0.19500 -0.12980
6 C 0.34201 1.27091 0.02523
7 O -0.06123 2.05551 -1.06457
8 H -2.27033 0.34658 -0.88361
9 H -2.14035 -1.21827 -0.08182
10 H -1.01612 -0.82516 -1.37085
11 H -1.21837 0.46681 1.42116
12 H 0.93739 -0.58126 1.86362
13 H 1.29527 -2.48633 0.57910
14 H 2.46306 0.46062 0.17423
15 H 1.46795 -0.22988 -1.13868
16 H 0.61676 1.96727 0.82431
17 H -0.72464 1.54577 -1.55192

Atomic forces in eV per Å
-0.03 -0.04 -0.04
-0.14 0.03 0.09
0.03 0.27 0.17
0.22 -0.20 0.04
0.08 0.01 -0.11
0.07 0.02 0.30
-0.17 -0.17 -0.25
0.10 -0.09 0.10
0.06 0.07 -0.08
-0.02 0.11 0.12
0.10 -0.07 -0.08
-0.03 -0.06 -0.16
-0.16 -0.02 -0.02
-0.19 -0.03 -0.07
-0.09 0.07 0.10
-0.08 -0.09 -0.08
0.26 0.20 -0.02

Results of the Mulliken charge analysis, in e, for atoms 1 through 2: number 1, C, carries -1.682; number 2, C, carries 0.238

***

(7)
Molecular formula: C5H10O2
Method: DFT, wB97M-V/def2-TZVPD

Properties
LUMO level, eV: 0.799
SMILES string: C=C/C(O)=C/C.O
DFT total energy, hartree: -346.9168
HOMO energy, eV: -8.3
Strongest force on any atom, eV/Å: 3.40
Frontier orbital gap, eV: 9.10

Positions of all 17 atoms, in Å:
1 C 1.47612 1.45131 1.07061
2 C 1.14796 0.59866 -0.08087
3 C 0.07383 0.84628 -0.83353
4 O -0.57987 2.07394 -0.72262
5 C -0.74941 -0.05925 -1.69017
6 C -0.19712 -0.61670 -2.77941
7 H 1.02080 2.43796 1.03448
8 H 1.37185 0.92490 2.05462
9 H 2.56686 1.70307 1.10874
10 H 1.80210 -0.20229 -0.38673
11 H -1.52655 1.90793 -0.69024
12 H -1.77539 -0.21185 -1.41881
13 H 0.82523 -0.67114 -3.08952
14 H -0.82886 -1.17087 -3.50314
15 H -1.98923 -2.90363 3.92289
16 H -1.25862 -3.47968 2.77630
17 O -1.37969 -2.62862 3.22741

Atomic forces in eV per Å
2.44 0.67 1.13
-0.63 0.11 -0.96
-1.40 -0.06 0.51
0.20 -0.20 0.59
3.12 -0.12 -1.35
-2.15 -0.96 -0.39
-0.51 -0.31 0.27
-0.54 0.43 -0.81
-0.52 -0.26 -0.29
-0.20 -0.52 0.39
-0.12 0.14 -0.12
-0.47 0.17 -0.06
0.60 0.76 0.35
0.19 0.15 0.74
0.00 0.40 0.15
0.23 0.45 -0.14
-0.23 -0.85 -0.02

Results of the Mulliken charge analysis, in e, for atoms 1 through 2: number 1, C, carries -1.046; number 2, C, carries -0.247

***

(8)
Molecular formula: C5H10O2
Method: DFT, wB97M-V/def2-TZVPD

Properties
Total charge: +1
LUMO level (alpha / beta), eV: -4.353 / -7.256
DFT total energy, hartree: -346.6558
HOMO energy (alpha / beta), eV: -14.2 / -14.4
⟨S²⟩: 0.771
Spin multiplicity: 2
Strongest force on any atom, eV/Å: 2.32
Frontier orbital gap (alpha / beta), eV: 9.87 / 7.17

Positions of all 17 atoms, in Å:
1 C 2.77844 0.16489 1.99820
2 C 1.63588 -0.21907 1.41214
3 C 1.11546 0.31995 0.19452
4 C -0.24579 0.61605 -0.00004
5 O -1.18268 -0.03660 0.61385
6 C -0.72121 1.39812 -1.16300
7 H 3.07940 -0.26566 2.94467
8 H 3.40274 0.91441 1.53105
9 H 1.05984 -1.05308 1.81128
10 H 1.84131 0.69651 -0.51502
11 H -0.80344 -0.55772 1.34451
12 H -1.80039 1.38466 -1.18875
13 H -0.37334 0.89170 -2.06385
14 H -0.37979 2.43115 -1.13902
15 H -3.71972 -1.90004 -2.33229
16 H -2.85525 -2.81344 -1.49094
17 O -2.83149 -1.97182 -1.95731

Atomic forces in eV per Å
0.35 -0.07 -0.12
-1.01 -0.99 -0.80
1.20 0.94 1.00
-0.44 -1.35 -1.84
0.30 0.45 0.92
-0.21 0.11 0.30
0.08 0.07 -0.07
0.07 0.09 0.14
-0.03 0.28 0.66
-0.22 0.44 -0.08
-0.34 -0.15 -0.02
-0.28 0.03 0.07
0.24 0.12 -0.10
0.24 -0.02 -0.10
0.20 0.07 0.00
0.06 -0.04 -0.03
-0.21 0.02 0.06

Results of the Mulliken charge analysis, in e, for atoms 1 through 2: number 1, C, carries -0.826; number 2, C, carries -0.106

***

(9)
Molecular formula: C5H10O2P
Method: DFT, wB97M-V/def2-TZVPD

Properties
Total charge: -1
LUMO level (alpha / beta), eV: 3.850 / 3.850
DFT total energy, hartree: -688.3065
HOMO energy (alpha / beta), eV: -3.3 / -3.3
Strongest force on any atom, eV/Å: 4.80
Frontier orbital gap (alpha / beta), eV: 7.13 / 7.13

Positions of all 18 atoms, in Å:
1 C 0.71266 -0.43398 -0.10143
2 C -0.03527 0.59572 0.14464
3 C 0.21373 -1.79579 -0.38104
4 C 2.17443 -0.21405 -0.08524
5 C 0.40338 2.04185 0.41039
6 O -3.10260 -0.28182 -1.50548
7 O -3.33896 -0.89759 0.96925
8 P -2.85275 0.08000 -0.02266
9 H -0.94588 -1.90033 -0.11866
10 H 0.68137 -2.69932 0.10469
11 H 0.21551 -2.12303 -1.41381
12 H 2.44405 0.74765 -0.50847
13 H 2.68388 -1.17348 -0.53596
14 H 2.37119 -0.28331 1.05706
15 H 0.05880 2.18559 1.48667
16 H 1.50207 2.11802 0.26946
17 H 0.05397 2.73844 -0.23544
18 H -3.23959 1.29543 0.46602

Atomic forces in eV per Å
0.36 -0.36 -0.57
-4.28 1.72 -0.25
-3.25 -2.29 0.82
1.55 -3.03 1.60
1.29 -3.68 2.80
0.80 1.73 2.63
0.34 -0.25 1.04
1.16 -2.31 -3.40
2.45 0.42 -0.34
0.07 1.17 0.20
0.30 0.49 -0.68
0.58 -0.35 -0.06
-0.44 2.17 0.51
0.63 0.44 -1.76
0.76 0.56 -1.30
-0.30 0.21 0.78
-1.89 2.06 -1.84
-0.11 1.29 -0.19

Results of the Mulliken charge analysis, in e, for atoms 1 through 2: number 1, C, carries 0.965; number 2, C, carries -0.277

***

(10)
Molecular formula: C5H10O2P
Method: DFT, wB97M-V/def2-TZVPD

Properties
Total charge: -1
LUMO level (alpha / beta), eV: 3.731 / 3.808
DFT total energy, hartree: -688.2562
HOMO energy (alpha / beta), eV: -3.3 / -3.3
Strongest force on any atom, eV/Å: 4.01
Frontier orbital gap (alpha / beta), eV: 7.05 / 7.08

Positions of all 18 atoms, in Å:
1 C 1.45192 1.58289 -0.80455
2 C -0.57922 -1.08009 0.13458
3 C 0.86345 -1.40451 -0.09862
4 C -1.00965 0.30363 -0.38665
5 C -2.15374 1.02368 0.28828
6 O 3.30434 -0.51212 -0.22679
7 O 1.82186 0.40606 1.57101
8 P 1.98570 0.10420 -0.02732
9 H 1.43882 1.44337 -1.80983
10 H -0.97351 -1.84699 -0.59449
11 H -1.08840 -1.10501 1.08680
12 H 1.10078 -2.16235 0.58500
13 H 1.07693 -1.90213 -1.11056
14 H -0.97980 0.59970 -1.43052
15 H -2.05818 2.06626 0.11803
16 H -2.30670 0.88249 1.33919
17 H -3.01916 0.54965 -0.21485
18 H 1.12455 1.05126 1.58131

Atomic forces in eV per Å
-0.41 -0.49 3.87
-1.75 0.98 -3.47
0.73 1.07 -1.58
0.90 0.21 0.53
0.22 -1.54 -0.99
1.92 -0.05 -0.62
0.17 -0.16 0.26
-1.07 -0.90 0.50
-0.24 -0.47 -3.43
-1.04 0.44 1.03
0.68 -0.81 0.66
1.18 -0.89 1.28
-0.64 0.88 1.09
0.29 -0.57 -0.07
-0.35 1.01 -0.42
0.33 -0.35 0.78
-0.37 0.78 0.24
-0.54 0.85 0.33

Results of the Mulliken charge analysis, in e, for atoms 1 through 2: number 1, C, carries -0.978; number 2, C, carries -0.452